{
  "formula": "C32H28AsClN4OPdS2",
  "method": "wB97M-V/def2-TZVPD",
  "e_homo_ev": [-5.7, -5.7],
  "relative_energy_kcal_mol": 44.12,
  "spin_multiplicity": 1,
  "lumo_energy_ev": [-0.87, -0.87],
  "gap_ev": [4.84, 4.84],
  "species": ["Pd", "S", "N", "C", "C", "C", "C", "C", "N", "C", "C", "N", "C", "C", "C", "C", "C", "N", "H", "H", "H", "H", "H", "H", "Cl", "C", "C", "C", "C", "C", "C", "C", "H", "H", "H", "H", "H", "H", "C", "C", "O", "S", "C", "C", "C", "C", "C", "C", "C", "C", "H", "H", "H", "H", "H", "H", "H", "C", "As", "C", "C", "H", "H", "H", "H", "H", "H", "H", "H", "H"],
  "xyz": [[-0.41687, -0.39807, -0.24094], [5.40371, 0.47335, 4.84111], [3.80543, 0.30411, 5.06209], [3.26282, 0.21467, 3.86413], [1.85987, 0.03500, 3.58812], [0.91332, -0.09379, 4.59803], [-0.40450, -0.30766, 4.26115], [-0.72678, -0.37752, 2.90909], [0.15430, -0.24159, 1.93815], [1.45130, -0.03834, 2.23471], [2.41712, 0.05300, 1.14961], [1.97879, -0.02026, -0.12692], [2.85912, -0.03736, -1.10540], [4.23825, 0.01616, -0.91224], [4.70784, 0.13947, 0.37259], [3.79716, 0.17390, 1.42682], [4.21354, 0.28478, 2.80203], [5.45485, 0.43064, 3.22051], [1.22921, -0.03336, 5.63129], [-1.16989, -0.42728, 5.01493], [-1.75306, -0.55690, 2.60557], [2.44778, -0.10216, -2.10819], [4.91091, -0.03532, -1.75665], [5.76667, 0.20084, 0.58719], [1.21522, -3.33172, 0.86470], [0.59005, -3.05808, -0.73424], [1.30338, -3.45669, -1.79953], [0.73691, -3.38129, -3.13305], [-0.43230, -2.78350, -3.36804], [-1.17474, -2.07487, -2.27289], [-0.75492, -2.48671, -0.85992], [-1.65847, -2.35473, 0.16709], [2.28768, -3.88456, -1.66671], [1.28381, -3.84651, -3.94373], [-0.86343, -2.74226, -4.35997], [-2.25213, -2.20596, -2.39423], [-1.43453, -2.72792, 1.15658], [-2.70110, -2.17864, -0.06398], [0.39033, 5.91264, -6.07042], [0.13836, 5.59027, -7.51843], [0.27556, 6.36247, -8.42854], [-0.44330, 3.93951, -7.90473], [-0.49462, 3.05851, -6.35873], [-1.68528, 2.96742, -5.64507], [-1.77822, 2.13544, -4.54479], [-0.67834, 1.35699, -4.14268], [0.54021, 1.51180, -4.83453], [0.62168, 2.33692, -5.93728], [-0.79426, 0.36525, -3.14856], [-0.88558, -0.59929, -2.38372], [1.01940, 5.15765, -5.60476], [-0.56064, 5.93279, -5.53672], [0.86169, 6.89176, -6.00702], [-2.54097, 3.54786, -5.96628], [-2.71528, 2.04843, -4.01014], [1.39904, 0.93712, -4.51321], [1.54669, 2.41859, -6.49448], [-1.97384, 3.39040, -1.03936], [-1.55149, 1.88099, 0.14438], [-3.35455, 1.09706, 0.15935], [-1.61415, 2.89124, 1.83183], [-2.88501, 3.89228, -0.71231], [-2.10394, 3.02930, -2.05869], [-1.14982, 4.10313, -1.02815], [-4.12351, 1.81862, 0.44576], [-3.37873, 0.24906, 0.84077], [-3.55376, 0.72746, -0.84644], [-2.61771, 3.28390, 2.00004], [-0.91561, 3.72468, 1.75508], [-1.32299, 2.28177, 2.68515]],
  "atomic_forces_ev_per_a": [[-0.4, -0.2, -1.2], [-0.2, 0.0, -0.2], [0.3, 0.1, 0.1], [0.3, 0.0, -0.2], [-0.1, 0.0, -0.6], [-0.2, 0.0, 0.2], [0.2, 0.0, 0.0], [-0.1, 0.0, 0.2], [0.8, 0.1, 0.6], [-0.7, -0.1, 1.2], [0.9, 0.1, -0.9], [0.0, -0.1, 0.7], [-0.1, 0.0, -0.3], [0.0, 0.0, 0.1], [0.1, 0.0, 0.0], [-0.6, -0.1, -0.2], [-0.1, -0.1, 0.4], [0.1, 0.0, 0.2], [0.0, 0.0, 0.0], [0.0, 0.0, 0.0], [0.0, 0.0, -0.1], [-0.1, 0.0, 0.0], [0.0, 0.0, 0.0], [0.0, 0.0, 0.0], [0.1, 0.0, 0.1], [0.0, -0.3, -0.3], [0.0, 0.1, 0.5], [-0.3, 0.1, -0.3], [0.1, -0.2, 0.0], [0.2, 0.3, 0.0], [0.0, 0.3, 0.2], [0.0, -0.1, -0.2], [0.0, 0.0, 0.1], [0.0, 0.0, 0.0], [0.1, 0.0, 0.0], [0.0, -0.1, 0.1], [0.1, 0.1, 0.0], [0.0, 0.0, 0.0], [0.1, 0.2, -0.1], [-0.1, -0.1, 0.1], [0.0, 0.0, 0.1], [0.0, 0.0, 0.0], [0.0, 0.1, -0.3], [0.1, 0.0, 0.1], [0.0, 0.0, -0.1], [0.1, -0.1, 0.0], [-0.1, 0.1, 0.0], [-0.1, 0.0, 0.1], [0.0, 0.0, 0.2], [-0.2, 0.1, -0.1], [0.0, 0.0, 0.0], [0.0, -0.1, 0.0], [0.0, 0.0, 0.0], [0.0, -0.1, 0.0], [0.0, -0.1, 0.0], [0.0, 0.0, 0.0], [0.0, 0.0, 0.0], [0.2, -0.1, 0.0], [-0.5, -0.1, 0.0], [-0.1, 0.2, 0.1], [0.0, 0.0, 0.0], [0.0, 0.0, 0.1], [0.0, 0.0, 0.1], [0.0, 0.0, 0.0], [0.0, 0.0, 0.0], [0.0, 0.0, 0.0], [0.0, 0.0, 0.0], [0.0, 0.0, 0.0], [0.0, 0.0, 0.0], [0.0, -0.1, 0.0]],
  "nbo_charge": [0.386, 0.906, -0.590, 0.082, -0.027, -0.143, -0.245, 0.061, -0.450, 0.149, 0.255, -0.454, 0.070, -0.243, -0.126, -0.134, 0.188, -0.609, 0.237, 0.229, 0.206, 0.210, 0.228, 0.236, -0.006, 0.005, -0.271, -0.232, -0.138, -0.330, -0.114, -0.492, 0.225, 0.216, 0.217, 0.240, 0.220, 0.215, -0.726, 0.434, -0.548, 0.227, -0.247, -0.213, -0.171, -0.097, -0.208, -0.193, -0.105, -0.026, 0.239, 0.242, 0.237, 0.223, 0.209, 0.214, 0.222, -0.943, 0.948, -0.949, -0.952, 0.216, 0.235, 0.227, 0.207, 0.222, 0.233, 0.218, 0.227, 0.223]
}